Entry 1:
This record from the Open Molecules 2025 dataset describes C17H17IrN6S as an isolated structure in a non-equilibrium geometry. The level of theory is wB97M-V/def2-TZVPD.

XYZ file:
```
42
Properties=species:S:1:pos:R:3:nbo_charge:R:1
Ir -0.58175 0.59736 0.16059 1.03
S -0.00888 2.84060 -0.53727 0.03
N 1.53158 3.20013 -2.66796 -0.74
N -2.33295 -0.66672 -0.56919 -0.50
N 0.22517 1.32250 -2.76065 -0.40
N 1.60935 0.11815 0.70220 -0.49
N -0.49890 -0.76055 2.16167 -0.82
N -0.60627 0.51150 -2.14139 -0.16
C -4.38988 -2.25243 -1.51669 -0.10
C -3.23679 -1.17086 0.26153 0.07
C 2.64936 0.41277 -0.05512 0.10
C 3.11958 0.24830 4.07417 -0.14
C 3.92121 0.66627 0.46674 -0.25
C -1.57989 -0.29337 -4.23815 -0.69
C 3.02957 0.29446 2.66482 -0.09
C -3.45063 -1.73006 -2.39100 -0.19
C 1.78390 0.00980 2.04447 0.21
C -1.47812 -0.22656 -2.75861 0.27
C 0.63535 2.38453 -2.12975 0.31
C -2.42589 -0.92225 -1.89195 0.16
C 0.68165 -0.37450 2.85242 0.07
C 2.02116 -0.06503 4.83430 -0.18
C -4.28816 -1.96812 -0.16348 -0.21
C 0.79921 -0.37912 4.22467 -0.17
C 4.10816 0.63586 1.82751 -0.06
H 1.87315 3.04302 -3.60330 0.43
H -3.13382 -0.91656 1.30791 0.21
H 2.09311 -0.08717 5.91018 0.25
H 4.73321 0.90298 -0.19991 0.26
H -0.80130 0.31074 -4.69806 0.28
H -1.26234 -0.93524 2.81353 0.42
H 4.06637 0.48096 4.53573 0.24
H -2.54827 0.07899 -4.57261 0.26
H -5.00512 -2.34189 0.55125 0.26
H 1.77158 4.06553 -2.20949 0.43
H -5.20389 -2.85809 -1.88316 0.26
H -0.32103 -1.61607 1.63054 0.41
H -3.51899 -1.93614 -3.44811 0.26
H 2.48384 0.46153 -1.12286 0.22
H -1.47684 -1.32562 -4.57418 0.26
H -0.04773 -0.64377 4.84022 0.24
H 5.06093 0.88416 2.26846 0.25
```

* ΔE to the lowest compared entry with this formula, charge and spin: 63.4 kcal per mole
* net charge: +2
* spin multiplicity: 1

=====

Entry 2:
This record from the Open Molecules 2025 dataset describes C32H65CuIO31 as an isolated structure in a non-equilibrium geometry. The level of theory is wB97M-V/def2-TZVPD.

XYZ file:
```
130
Properties=species:S:1:pos:R:3:mulliken_charge:R:1
I 0.32403 0.81629 -0.19535 -0.56
Cu 2.67078 2.76351 -0.49636 0.73
O 5.62836 -0.93207 0.54671 -0.43
O -6.66329 0.49530 1.72810 -0.62
O -0.07568 5.88819 -2.27779 -0.39
O 1.36008 -3.63199 4.31881 -0.18
O 3.35763 -1.54039 -4.72168 -0.31
O 5.75800 0.08253 4.38417 -0.23
O -0.85412 -1.91399 -4.45361 -0.07
O -3.66013 0.74249 4.95961 -0.34
O -3.89399 2.87192 -2.37788 -0.27
O -2.42991 -4.48233 -1.59700 -0.62
O 3.87526 -3.29267 -3.21927 -0.55
O -0.29775 -4.47618 3.09962 -0.62
O 4.34102 -1.67867 4.30185 -0.66
O 7.27498 0.17187 1.69304 -0.29
O -4.01360 -4.02213 -3.16166 -0.30
O 3.08590 -3.61559 -5.37370 -0.28
O -5.62409 1.32551 -2.43271 -0.62
O 1.28165 -3.09416 2.16531 -0.07
O -0.56349 5.51230 -0.21443 -0.36
O 5.78127 1.35801 0.30486 -0.56
O -1.62627 -3.15547 -6.03482 -0.26
O -6.50520 2.52417 2.79311 -0.34
O 3.94116 0.33139 3.38657 -0.32
O 4.23951 4.02366 0.90962 -0.85
O -0.71157 -1.13421 -6.61380 -0.63
O -2.62025 -0.84080 4.06597 -0.34
O 1.10060 4.37254 -1.25066 -0.34
O -1.62831 1.19493 3.84950 -0.59
O -3.21288 -2.35405 -2.00989 -0.17
O -5.75962 3.34493 -1.41917 -0.33
O -4.80145 1.83681 1.68620 -0.16
C 0.70456 5.67203 -3.47434 -0.62
C -0.29573 -0.79617 -3.88578 -0.20
C 0.20562 5.18923 -1.21381 0.82
C -3.18450 -3.73296 -2.19050 0.75
C -1.50717 -1.61600 3.79468 -0.79
C 3.95302 6.00565 2.34932 -1.31
C -1.98796 -3.57445 -7.33739 -0.72
C -7.80361 2.56319 3.30027 -0.85
C -4.31189 -5.37941 -3.47446 -0.71
C 3.78200 -4.88372 -5.56304 -0.74
C 3.43850 4.62711 1.87590 0.40
C -0.68731 4.66589 0.87371 -0.21
C 6.71879 -0.45688 5.18655 -0.79
C 3.71179 -0.50198 -3.93652 -0.47
C -1.02855 -2.01456 -5.78030 0.72
C -2.49289 -1.91462 -0.84526 -0.09
C 6.16608 0.26898 0.80157 0.72
C 4.71554 -1.07975 -0.49830 -0.29
C 7.67653 -1.06547 2.17668 -0.57
C 4.68935 -0.56304 4.00562 0.79
C 2.77079 -0.08542 2.65921 0.02
C 0.66809 -3.05807 0.86749 -0.59
C -6.02547 1.51037 2.05206 0.76
C -2.97879 2.13387 -3.15322 -0.25
C -7.09644 3.13475 -0.91939 -0.68
C -2.47159 0.40944 4.32584 0.82
C -5.11357 2.41375 -2.11497 0.79
C -3.98492 2.07034 4.96703 -0.48
C 3.48189 -2.86334 -4.34048 0.73
C 0.68178 -3.79079 3.20920 0.68
C 1.15353 -4.34608 5.56116 -0.83
C -4.05086 0.78137 1.01388 -0.93
H -0.72473 -1.65204 4.55269 0.33
H -3.93556 -6.02985 -2.68490 0.34
H -0.80201 0.02430 -4.39432 0.32
H -1.90903 -2.59655 3.53944 0.37
H 3.14864 3.87220 2.60679 0.17
H 1.77350 5.75694 -3.27873 0.30
H 0.84491 -4.03302 0.41327 0.38
H -8.02283 2.14227 4.28152 0.30
H 3.88799 6.73606 1.54286 0.28
H -8.56324 2.15289 2.63489 0.35
H 0.80886 -5.38009 5.57206 0.33
H 4.68940 -0.56235 -3.45824 0.34
H -5.38644 -5.55480 -3.42289 0.28
H 0.78088 -0.64692 -3.96791 0.08
H -1.42456 -2.09483 -0.96488 -0.06
H 2.19255 -0.75103 3.30007 0.26
H 4.02459 -5.19465 -6.57918 0.28
H 2.21356 0.81242 2.39185 0.08
H -0.57724 -0.68688 -2.83844 -0.17
H -4.66708 2.26747 5.79402 0.26
H 2.03488 -4.30150 6.20096 0.29
H 6.83505 -1.58560 2.63438 0.11
H 3.26440 6.41371 3.08916 0.35
H -4.10717 0.66810 -0.06876 0.27
H 0.99883 -2.21354 0.26296 0.11
H 7.98613 -1.78376 1.41752 0.31
H -3.43890 2.14101 -4.14133 0.34
H -2.88582 -2.36910 0.06422 0.53
H -7.72632 3.24943 -1.80154 0.35
H 4.72629 -4.92475 -5.02015 0.32
H 7.43498 0.36025 5.27293 0.27
H 6.36180 -0.76991 6.16771 0.30
H 3.61611 0.46055 -4.43899 0.24
H -8.13199 3.60247 3.31339 0.32
H -3.87089 -5.70701 -4.41589 0.23
H -2.70960 -2.88134 -7.76973 0.32
H -2.69256 -0.84834 -0.73913 -0.26
H 0.34042 -3.94902 6.16887 0.31
H 3.18672 -5.75519 -5.29048 0.30
H -1.10108 -1.31135 2.83011 0.37
H -7.27091 3.93489 -0.20006 0.20
H -3.15482 2.77444 5.02418 0.32
H -2.89802 1.16465 -2.66109 -0.02
H -4.52344 2.41864 4.08567 0.09
H -1.10970 -3.44655 -7.97017 0.30
H -1.03447 5.18339 1.76800 0.22
H -3.00059 1.02905 1.16772 0.38
H -4.23235 -0.20510 1.44053 0.43
H -1.96952 2.52052 -3.29455 0.18
H 8.45972 -0.91868 2.92043 0.30
H 4.41111 -2.11590 -0.64594 0.35
H 0.25831 4.20267 1.15538 0.05
H 4.93803 6.15890 2.79019 0.32
H 0.42428 6.48480 -4.14438 0.23
H 3.86566 -0.45728 -0.21843 -0.04
H -2.34702 -4.59695 -7.45438 0.24
H 5.02998 -0.56039 -1.40356 0.23
H 3.03811 -0.56765 1.71895 -0.13
H -0.41722 -3.02161 0.96172 0.22
H 3.02534 -0.59411 -3.09485 0.21
H -7.32764 2.17029 -0.46721 0.31
H -1.46327 3.92983 0.66345 0.10
H 2.45406 4.89398 1.49151 -0.20
H 7.24094 -1.32848 4.79188 0.34
H 0.55475 4.65507 -3.83688 0.23
```

* net charge: -1
* spin multiplicity: 1

=====

Entry 3:
This record from the Open Molecules 2025 dataset describes C12H6N2O6S2W as an isolated structure. The level of theory is wB97M-V/def2-TZVPD.

XYZ file:
```
29
Properties=species:S:1:pos:R:3:nbo_charge:R:1
W 0.49114 -0.19854 0.32729 1.40
S 2.25646 -1.71356 0.53883 0.09
S 2.12675 1.09190 1.42043 0.06
O -1.20678 0.91622 -4.20414 -0.47
O -0.77820 1.45205 0.41889 -0.67
O -2.64422 3.44172 -3.54609 -0.41
O -0.39513 -1.91390 2.48478 -0.47
O -0.12892 -0.11683 -1.46092 -0.62
O -2.43840 3.86259 -0.60972 -0.44
N 5.33095 -1.62765 -1.60794 -0.26
N 4.81565 2.65646 -0.55872 -0.26
C 3.01251 -0.12062 0.49107 -0.26
C -2.11643 -1.54538 0.79790 -0.72
C -1.95966 2.96656 -1.23869 0.41
C -0.72205 -1.37039 1.32827 0.19
C -2.08239 2.73253 -2.77533 0.40
C 4.48219 1.56006 -0.46636 0.26
C -1.37322 -2.61460 3.27616 -0.26
C -1.31702 1.41559 -3.12035 0.41
C -0.81896 0.99144 -1.81934 0.10
C 4.05369 0.20674 -0.32805 -0.35
C -1.14638 1.81312 -0.77315 0.23
C 4.76253 -0.80898 -1.03499 0.27
H -2.16171 -1.33589 -0.26939 0.25
H -2.77148 -0.82669 1.30146 0.25
H -1.65089 -3.55089 2.79483 0.19
H -2.49439 -2.55318 0.97249 0.24
H -2.24985 -1.99110 3.44278 0.19
H -0.87578 -2.81877 4.21795 0.22
```

* ΔE to the lowest compared entry with this formula, charge and spin: 0.8 kcal per mole
* net charge: 0
* spin multiplicity: 1

=====

Entry 4:
This record from the Open Molecules 2025 dataset describes one molecule with the formula C2H4NPS in a non-equilibrium geometry. The level of theory is wB97M-V/def2-TZVPD.

XYZ file:
```
9
Properties=species:S:1:pos:R:3:nbo_charge:R:1
S -0.46045 -1.27448 -2.15879 -0.15
P -1.04321 -2.74338 -0.75142 0.92
N -0.87150 -1.90051 0.53833 -0.87
C -0.35468 -0.56765 0.52120 -0.28
C 0.10765 -0.06252 -0.87018 -0.54
H 1.26223 -0.15368 -0.97457 0.23
H -1.15333 -0.04835 1.21154 0.22
H 0.46175 -0.60207 1.25524 0.22
H -0.18992 1.00073 -1.09467 0.25
```

* ΔE to the lowest compared entry with this formula, charge and spin: 7.4 kcal per mole
* SMILES string: C1CSP=N1
* net charge: 0
* spin multiplicity: 1

=====

Record-wise calculated total energy values, in hartree: -1488.4947; -5528.8359; -1885.2034; -872.8815